Entry from the Open Molecules 2025 dataset: 2 unconnected molecules or ions with the total composition C2H8NO2P at a distorted geometry (ωB97M-V with the def2-TZVPD basis set).

The geometry in ORCA input format:
```
! wB97M-V def2-TZVPD RIJCOSX def2/J DEFGRID3
* xyz 0 1
C 0.48 -1.56 -0.71
C -0.44 -0.34 -0.86
N 0.05 0.38 2.27
O -0.51 0.14 -2.25
O -0.98 2.30 -1.03
P 0.26 1.31 -1.41
H 1.33 -1.07 -0.32
H 0.75 -1.89 -1.65
H 0.18 -2.36 -0.04
H -1.36 -0.34 -0.39
H 0.46 1.23 2.37
H -0.92 2.41 -0.03
H 0.57 -0.36 2.79
H 0.11 0.14 1.27
*
```

Calculated values
Electronic energy: -627.56019 Ha
Kohn-Sham gap: 10.070 eV
SMILES: C[C@@H]1OP1O.N
Highest occupied orbital energy: -9.40 eV
LUMO: 0.67 eV
Energy relative to the best compared isomer or geometry (same formula, charge and spin): 2.607 eV

Entry from the Open Molecules 2025 dataset: 2 unconnected molecules or ions with the total composition C3H11N2O at a distorted geometry (ωB97M-V with the def2-TZVPD basis set).

The geometry in ORCA input format:
```
! wB97M-V def2-TZVPD RIJCOSX def2/J DEFGRID3
* xyz 1 1
C -1.82 -1.31 0.39
C -1.13 -0.08 0.95
N 0.12 -0.03 0.06
C 1.27 -0.40 0.46
N 2.27 -0.63 -0.40
H -2.65 -1.72 1.02
H -2.47 -0.94 -0.47
H -1.22 -2.17 0.08
H -1.80 0.67 0.74
H -0.88 -0.10 2.04
H 0.02 0.42 -0.83
H 1.44 -0.77 1.43
H 2.18 -0.58 -1.50
H 3.07 -0.07 -0.14
H -1.33 2.14 -1.26
H 0.11 2.72 -0.80
O -0.39 1.97 -1.09
*
```

Calculated values
Electronic energy: -305.37625 Ha
Kohn-Sham gap: 11.517 eV
Highest occupied orbital energy: -14.94 eV
LUMO: -3.42 eV
Energy relative to the best compared isomer or geometry (same formula, charge and spin): 2.081 eV

Entry from the Open Molecules 2025 dataset: 3 unconnected molecules or ions with the total composition C5H17N2O3 at a distorted geometry (ωB97M-V with the def2-TZVPD basis set).

The geometry in ORCA input format:
```
! wB97M-V def2-TZVPD RIJCOSX def2/J DEFGRID3
* xyz 1 1
N -0.75 0.00 0.71
C -0.70 1.39 1.25
C 0.61 2.15 0.62
N 1.23 1.17 -0.29
C 2.46 0.49 0.20
C 1.06 1.23 -1.80
C 0.65 -0.07 -2.50
O 0.21 -1.02 -1.90
H -1.76 -0.17 0.36
H -0.33 -0.91 1.20
H -0.11 -0.11 -0.04
H -1.66 1.70 0.92
H -0.54 1.52 2.29
H 0.46 3.05 -0.04
H 1.25 2.19 1.52
H 2.47 -0.48 -0.28
H 2.64 0.55 1.25
H 3.37 0.87 -0.09
H 1.88 1.59 -2.39
H 0.14 1.94 -1.98
H 0.67 -0.01 -3.67
H -3.70 -0.72 1.16
H -3.67 -1.55 -0.03
O -3.12 -1.22 0.59
H 0.09 -3.63 2.26
H -1.39 -3.22 2.35
O -0.54 -3.00 2.02
*
```

Calculated values
Electronic energy: -535.61795 Ha
Kohn-Sham gap: 9.574 eV
Highest occupied orbital energy: -12.31 eV
LUMO: -2.74 eV
Energy relative to the best compared isomer or geometry (same formula, charge and spin): 3.323 eV

Entry from the Open Molecules 2025 dataset: a gas-phase ion, C4H9N2 (charge +1) at a distorted geometry (ωB97M-V with the def2-TZVPD basis set).

The geometry in ORCA input format:
```
! wB97M-V def2-TZVPD RIJCOSX def2/J DEFGRID3
* xyz 1 1
C 2.11 -0.21 -0.11
C -1.40 0.62 -0.27
C -0.05 1.06 0.25
C -0.26 -1.31 -0.11
N -1.51 -0.79 0.24
N 0.83 -0.14 0.04
H 2.63 -1.22 -0.18
H 2.69 0.74 -0.01
H -2.43 1.16 -0.01
H -1.22 0.61 -1.43
H 0.45 1.70 -0.42
H -0.10 1.39 1.27
H -0.02 -2.14 0.35
H -0.25 -1.35 -1.18
H -1.81 -0.54 1.23
*
```

Calculated values
Electronic energy: -266.99233 Ha
Kohn-Sham gap: 9.797 eV
SMILES: C=[N+]1CCNC1
Highest occupied orbital energy: -14.67 eV
LUMO: -4.88 eV
Energy relative to the best compared isomer or geometry (same formula, charge and spin): 2.910 eV

Entry from the Open Molecules 2025 dataset: a molecular structure, C12H22N3O5PPm at a distorted geometry (ωB97M-V with the def2-TZVPD basis set).

The geometry in ORCA input format:
```
! wB97M-V def2-TZVPD RIJCOSX def2/J DEFGRID3
* xyz 3 5
Pm -0.17 0.34 -2.48
C 0.04 2.52 -1.26
O 0.15 3.51 -0.66
C -0.10 2.68 -3.73
O -0.03 3.73 -4.21
C -2.65 0.88 -2.55
O -3.79 1.09 -2.51
C 2.29 0.84 -2.39
O 3.39 1.06 -2.13
C -0.03 -1.59 -4.43
H 0.92 -2.08 -4.17
H -0.97 -2.13 -4.24
C -0.04 -0.40 -5.08
H -0.98 0.06 -5.42
H 0.89 0.12 -5.36
C -2.66 -1.32 1.23
N -1.69 -0.34 1.73
C -2.25 1.03 1.79
P -0.12 -0.41 1.20
O -0.07 -0.01 -0.28
N 0.51 0.78 2.17
C 1.77 1.44 1.76
C 0.25 0.82 3.63
N 0.79 -1.81 1.30
C 1.61 -2.06 2.50
C 1.48 -2.20 0.06
H -3.62 -0.81 1.00
H -2.85 -2.06 2.03
H -2.31 -1.87 0.34
H -2.66 1.21 2.79
H -1.48 1.79 1.60
H -3.05 1.15 1.05
H 1.98 1.31 0.69
H 1.68 2.52 1.95
H 2.63 1.03 2.31
H -0.09 1.83 3.91
H -0.52 0.09 3.96
H 1.17 0.57 4.19
H 1.11 -2.68 3.26
H 2.51 -2.59 2.19
H 1.96 -1.12 2.97
H 0.79 -2.70 -0.65
H 1.94 -1.32 -0.42
H 2.28 -2.89 0.34
*
```

Calculated values
Electronic energy: -1959.57656 Ha
Kohn-Sham gap (alpha / beta): 4.846 / 5.023 eV
Highest occupied orbital energy (alpha / beta): -17.84 / -17.85 eV
LUMO (alpha / beta): -13.00 / -12.82 eV

Entry from the Open Molecules 2025 dataset: a molecular structure, C30H42CrGeN2O5 at a distorted geometry (ωB97M-V with the def2-TZVPD basis set).

The geometry in ORCA input format:
```
! wB97M-V def2-TZVPD RIJCOSX def2/J DEFGRID3
* xyz 2 5
Cr -0.45 -0.23 1.21
C -2.07 -2.79 1.94
C -1.53 -2.55 3.20
C -1.71 -1.31 3.81
C -2.41 -0.30 3.17
C -2.93 -0.52 1.89
C -2.77 -1.77 1.29
H -1.96 -3.75 1.46
H -0.99 -3.33 3.71
H -1.31 -1.14 4.80
H -2.56 0.65 3.66
H -3.53 0.24 1.40
H -3.23 -1.97 0.33
C 5.10 -0.20 5.19
O 4.47 1.08 5.22
C 3.42 1.32 4.46
C 2.90 2.65 4.59
C 1.83 3.02 3.86
C 1.16 2.10 2.96
C 0.03 2.52 2.27
C -0.47 3.93 2.22
O -0.74 1.64 1.64
C 1.72 0.76 2.83
O 1.27 -0.10 2.00
C 2.85 0.40 3.59
H 5.92 -0.12 5.90
H 5.49 -0.41 4.20
H 4.40 -0.97 5.52
H 3.39 3.32 5.28
H 1.44 4.01 3.98
H 0.20 4.66 2.65
H -1.43 3.98 2.72
H -0.64 4.20 1.18
H 3.24 -0.59 3.46
C -2.56 -0.85 -4.08
C -3.37 0.30 -3.50
C -2.52 1.29 -2.70
C -1.83 0.60 -1.51
Ge -1.02 2.04 -0.46
C 0.85 2.50 -0.78
C 1.14 2.92 -2.24
C 0.94 4.40 -2.52
C -0.49 4.87 -2.38
H -3.18 -1.45 -4.75
H -2.19 -1.52 -3.31
H -1.71 -0.48 -4.65
H -4.17 -0.08 -2.86
H -3.86 0.85 -4.30
H -3.16 2.11 -2.35
H -1.77 1.74 -3.35
H -1.06 -0.09 -1.84
H -2.57 0.05 -0.93
H -2.04 3.09 -0.05
H 1.44 1.61 -0.53
H 1.15 3.29 -0.09
H 0.54 2.32 -2.94
H 2.18 2.65 -2.46
H 1.30 4.60 -3.53
H 1.59 4.98 -1.85
H -1.15 4.36 -3.08
H -0.57 5.93 -2.58
H -0.89 4.72 -1.37
O 1.50 -5.85 -3.82
C 0.31 -5.18 -4.12
N -0.72 -5.35 -3.13
C -0.86 -4.68 -1.96
O -1.81 -4.86 -1.22
C 0.16 -3.65 -1.55
C 1.54 -3.69 -1.73
C 2.31 -2.69 -1.14
C 1.71 -1.72 -0.37
N 0.38 -1.68 -0.17
C -0.36 -2.62 -0.76
H 1.43 -6.78 -4.05
H -0.10 -5.50 -5.09
H 0.57 -4.12 -4.20
H -1.41 -6.08 -3.26
H 2.00 -4.48 -2.29
H 3.38 -2.68 -1.26
H 2.28 -0.96 0.14
H -1.43 -2.58 -0.61
*
```

Calculated values
Electronic energy: -4774.98144 Ha
Kohn-Sham gap (alpha / beta): 7.929 / 7.867 eV
Highest occupied orbital energy (alpha / beta): -14.06 / -14.30 eV
LUMO (alpha / beta): -6.13 / -6.43 eV
Energy relative to the best compared isomer or geometry (same formula, charge and spin): 1.012 eV

Entry from the Open Molecules 2025 dataset: a gas-phase ion, C9H19NP (charge +1) at a distorted geometry (ωB97M-V with the def2-TZVPD basis set).

The geometry in ORCA input format:
```
! wB97M-V def2-TZVPD RIJCOSX def2/J DEFGRID3
* xyz 1 1
C 0.70 1.79 0.29
C -0.88 1.91 -0.04
C 0.14 -0.49 -0.40
C 3.79 0.81 0.04
C 2.65 -1.48 -0.22
C -2.87 -1.73 -0.24
C -3.82 0.68 0.44
C 2.46 -0.06 0.33
C -2.61 -0.26 0.29
N 1.25 0.50 -0.32
P -1.45 0.51 -0.98
H 1.41 2.61 0.31
H -1.25 2.90 -0.24
H 0.44 -1.17 -1.19
H -0.17 -1.05 0.47
H 3.81 1.51 0.87
H 4.65 0.20 -0.09
H 3.55 1.32 -0.84
H 2.26 -1.44 -1.25
H 2.16 -2.13 0.40
H 3.70 -1.63 -0.10
H -3.35 -1.79 -1.22
H -1.96 -2.31 0.03
H -3.63 -2.29 0.32
H -4.62 0.76 -0.41
H -3.38 1.65 0.85
H -4.54 0.25 1.27
H 2.27 -0.11 1.44
H -2.08 -0.35 1.41
H 1.38 0.89 -1.19
*
```

Calculated values
Electronic energy: -750.01501 Ha
Kohn-Sham gap (alpha / beta): 8.270 / 8.269 eV
SMILES: CC(C)[N@@H+]1C=CP(C(C)C)C1
Highest occupied orbital energy (alpha / beta): -12.77 / -12.77 eV
LUMO (alpha / beta): -4.50 / -4.50 eV
Energy relative to the best compared isomer or geometry (same formula, charge and spin): 4.111 eV

Entry from the Open Molecules 2025 dataset: a molecular structure, C25H37AuN2O5SSi (ωB97M-V with the def2-TZVPD basis set).

The geometry in ORCA input format:
```
! wB97M-V def2-TZVPD RIJCOSX def2/J DEFGRID3
* xyz 0 1
Au 0.07 0.49 1.57
O 7.65 2.97 -0.60
C 6.97 2.42 -1.63
O 7.50 2.33 -2.70
C 5.58 1.93 -1.37
C 4.89 1.39 -2.45
C 3.60 0.93 -2.30
C 2.98 1.00 -1.05
C 3.67 1.51 0.04
C 4.95 1.99 -0.13
N 1.68 0.52 -0.84
C 0.73 0.81 -1.61
C -0.64 0.28 -1.36
C -1.58 0.31 -2.37
C -2.83 -0.24 -2.17
C -3.11 -0.84 -0.96
C -2.13 -0.82 0.02
N -0.93 -0.26 -0.15
H 7.11 2.99 0.20
H 5.39 1.34 -3.40
H 3.07 0.48 -3.13
H 3.18 1.54 1.01
H 5.45 2.39 0.75
H 0.85 1.44 -2.50
H -1.31 0.77 -3.32
H -3.57 -0.22 -2.96
H -4.06 -1.30 -0.76
H -2.31 -1.26 0.99
C 0.43 -0.77 7.72
C 1.61 -0.83 6.76
C 1.77 -2.24 6.20
C 2.89 -0.39 7.46
O 1.43 0.04 5.63
Si 0.17 0.87 5.01
S 0.97 1.76 3.25
O -1.05 -0.19 4.80
C -2.48 -0.06 4.89
C -3.03 -1.26 4.12
C -2.96 1.24 4.26
C -2.91 -0.13 6.35
O -0.42 1.99 6.07
C 0.05 3.29 6.45
C -0.55 4.32 5.49
C -0.48 3.51 7.86
C 1.57 3.36 6.45
H 0.63 -1.39 8.60
H -0.47 -1.13 7.24
H 0.26 0.26 8.05
H 1.94 -2.96 7.01
H 2.61 -2.28 5.51
H 0.86 -2.53 5.66
H 3.15 -1.08 8.26
H 2.76 0.61 7.89
H 3.71 -0.35 6.74
H -2.67 -1.23 3.09
H -4.12 -1.26 4.12
H -2.68 -2.19 4.57
H -2.65 1.30 3.21
H -2.55 2.10 4.79
H -4.05 1.29 4.30
H -2.62 -1.09 6.78
H -4.00 -0.04 6.43
H -2.45 0.67 6.91
H -1.64 4.28 5.53
H -0.23 4.10 4.47
H -0.22 5.32 5.76
H -1.57 3.42 7.88
H -0.21 4.51 8.22
H -0.06 2.77 8.54
H 1.97 3.24 5.44
H 1.99 2.57 7.08
H 1.89 4.33 6.83
*
```

Calculated values
Electronic energy: -2284.14571 Ha
Kohn-Sham gap: 6.765 eV
Highest occupied orbital energy: -7.87 eV
LUMO: -1.10 eV

The highest electronic energy belongs to which entry? C4H9N2